The following is a quantum chemistry calculation of a gas-phase ion, C3H9NO3PS (charge -1) at a distorted geometry, from the OMol25 dataset.

## Properties
SMILES: CCN[C@@H](S)[P@](=O)([O-])O
Spin multiplicity: 1
Total charge: -1
Orbital gap (eV): 8.387

Geometry as XYZ:
```
18
Properties=species:S:1:pos:R:3:forces:R:3:nbo_charge:R:1
C -1.73838 -0.38062 0.30515 -0.2 -0.1 0.3 -0.62
C -0.80276 0.07426 -0.81033 -1.8 -1.7 -2.6 -0.25
C 1.40768 -0.24553 0.64887 -0.5 1.1 -5.3 -0.52
N 0.28983 0.78315 -0.28224 2.6 -0.6 1.5 -0.67
O 3.10733 0.03268 -1.57983 -0.3 1.4 2.5 -1.14
O 3.14265 1.80485 0.44572 0.0 0.1 -1.4 -1.01
O 4.32920 -0.51613 0.62628 -1.8 1.2 -0.2 -1.16
P 3.20296 0.24923 -0.06707 0.2 -2.2 -0.5 2.31
S 1.14937 -1.95886 0.07471 0.1 0.3 0.8 -0.09
H -0.97358 -0.59196 1.09818 -1.3 0.0 -0.1 0.21
H -2.51949 0.34222 0.65286 0.8 -0.4 -0.1 0.19
H -2.22709 -1.34138 -0.00064 0.2 0.8 0.5 0.19
H -1.25954 0.50356 -1.76515 0.2 0.7 1.6 0.19
H -0.68239 -0.92455 -1.34393 1.3 0.6 0.6 0.16
H 1.07760 -0.11657 1.62492 -0.2 0.4 1.7 0.18
H 0.84624 1.26778 -0.99812 -0.1 -0.7 0.4 0.38
H 3.37573 1.88086 1.36157 0.3 -0.2 0.7 0.49
H 2.45082 -2.02627 -0.14488 0.5 -0.7 -0.3 0.16
```
Forces are in eV/Å.


The following is a quantum chemistry calculation of 5 unconnected molecules or ions with the total composition C27H64O19P4 at a distorted geometry, from the OMol25 dataset.

## Properties
SMILES: CCOP(=O)(OCC)OCC.CCOP(=O)(OCC)OCC.CCOP(=O)(OCC)OCC.CCOP(=O)(OCC)OCC.O=C1OCCO1
Spin multiplicity: 1
Total charge: 0
Orbital gap (eV): 10.417

Geometry as XYZ:
```
114
Properties=species:S:1:pos:R:3:forces:R:3:lowdin_charge:R:1
C 14.78172 -13.77882 -25.36760 -1.6 0.6 -0.2 -0.14
C 15.20687 -14.93340 -24.49463 0.0 -0.3 -1.1 -0.10
O 16.63230 -14.75099 -24.52066 0.2 -0.6 0.9 0.05
C 16.98092 -14.06051 -25.60646 0.4 1.2 -1.1 -0.58
O 18.07844 -13.83862 -26.01653 -0.1 -0.6 0.6 0.16
O 15.88284 -13.54271 -26.22004 0.2 -0.2 0.5 0.07
H 14.52850 -12.90028 -24.76290 0.4 0.1 -0.1 0.13
H 13.91374 -13.93986 -26.01027 0.0 -0.4 0.2 0.13
H 14.99713 -15.88773 -24.98561 -0.1 -0.1 0.2 0.13
H 14.77332 -14.91516 -23.50011 0.4 0.1 0.2 0.13
C 15.10586 -19.97358 -16.70216 0.0 -0.1 -1.4 -0.07
C 13.88940 -20.88164 -16.74444 1.0 -0.8 1.9 -0.28
O 13.93164 -21.73891 -17.87922 -0.6 -0.1 -0.7 -0.20
P 13.18079 -23.17040 -17.89248 0.7 0.6 0.6 0.40
O 12.13740 -23.32762 -16.88099 0.2 0.1 -0.1 -0.22
O 12.72400 -23.33919 -19.39785 0.4 -0.2 0.0 -0.19
C 12.16228 -22.23204 -20.13693 0.0 -0.3 0.2 -0.24
C 13.22057 -21.56082 -20.97900 -0.7 1.2 0.7 -0.08
O 14.42886 -24.14337 -17.70662 -1.7 0.2 -0.1 -0.17
C 15.20474 -24.66462 -18.76729 1.6 1.1 0.0 -0.25
C 16.62278 -24.05042 -18.64771 0.3 -1.1 0.9 -0.06
H 15.07959 -19.58836 -17.73053 0.3 1.2 0.5 0.08
H 15.02028 -19.29189 -15.85784 -0.3 0.5 -0.5 0.08
H 16.12652 -20.35659 -16.62707 -0.4 -1.0 0.2 0.07
H 13.91116 -21.50761 -15.84583 -0.4 0.0 0.0 0.12
H 13.00103 -20.25249 -16.70671 -0.2 -0.2 -0.3 0.12
H 11.35343 -22.62966 -20.75091 0.1 -0.2 0.0 0.12
H 11.68690 -21.55752 -19.42116 0.2 0.2 -0.1 0.12
H 12.71688 -20.64434 -21.31092 0.2 -0.2 -0.7 0.08
H 14.00554 -21.15719 -20.33903 0.3 -0.4 -0.1 0.07
H 13.59569 -22.16172 -21.80111 0.0 0.0 0.0 0.08
H 15.26182 -25.72562 -18.51563 0.1 0.0 -0.8 0.12
H 14.83373 -24.43874 -19.76712 -0.6 -0.3 0.2 0.11
H 17.25000 -24.32794 -19.49636 0.0 -0.3 0.1 0.07
H 16.82071 -22.99559 -18.45355 -1.1 0.3 -0.4 0.06
H 16.97596 -24.49975 -17.71299 0.6 -0.1 -0.3 0.08
C 19.47596 -22.16361 -20.60332 -0.8 -0.7 -0.6 -0.06
C 18.68453 -21.17631 -19.76391 1.3 0.9 -0.8 -0.25
O 19.22713 -19.85336 -20.06219 -0.2 0.9 -0.5 -0.20
P 18.26971 -18.90470 -20.96714 1.3 -1.0 0.7 0.41
O 17.09217 -18.55156 -20.17375 -0.6 0.3 -0.6 -0.22
O 19.24365 -17.75714 -21.44895 -0.1 -0.4 0.2 -0.20
C 18.82136 -16.83317 -22.48611 -1.0 -0.9 -1.1 -0.23
C 18.54241 -15.48999 -21.91133 -0.2 1.2 1.0 -0.06
O 18.07095 -19.71810 -22.34135 -0.8 0.5 1.0 -0.17
C 16.80376 -20.31395 -22.62936 -1.6 -0.2 -0.4 -0.25
C 15.64419 -19.33982 -22.95910 1.7 0.8 -1.4 -0.06
H 19.19409 -23.13344 -20.18138 0.3 -0.3 -0.5 0.06
H 19.25603 -22.10776 -21.67366 -0.7 -0.1 0.2 0.07
H 20.55992 -22.07635 -20.68184 0.0 0.4 1.2 0.08
H 17.61441 -21.11257 -19.95901 0.0 -0.6 -0.1 0.09
H 18.82650 -21.42584 -18.71280 0.1 0.5 0.1 0.12
H 19.53794 -16.89644 -23.30386 0.5 0.3 0.4 0.13
H 17.92284 -17.22593 -22.97749 -0.1 -0.1 0.2 0.10
H 19.01769 -15.46875 -20.93452 0.3 0.4 0.0 0.06
H 18.85483 -14.61010 -22.47263 0.5 -0.4 -0.3 0.08
H 17.49299 -15.25526 -21.71078 -0.1 -0.6 -0.1 0.08
H 17.05108 -20.98445 -23.44944 -0.4 0.1 -0.2 0.11
H 16.32053 -20.91683 -21.85324 1.1 -0.2 0.6 0.10
H 15.85630 -18.88964 -23.93690 -0.2 -0.3 -0.3 0.05
H 14.69394 -19.86227 -23.02080 0.0 0.0 0.2 0.06
H 15.62766 -18.44631 -22.33473 -0.2 -0.5 0.7 0.06
C 20.44326 -11.85968 -20.17490 -0.7 -0.1 0.4 -0.08
C 21.52733 -12.83650 -19.77206 0.5 1.4 0.2 -0.29
O 21.18938 -14.17392 -20.11907 0.3 -0.2 0.1 -0.18
P 22.00772 -15.37752 -19.44031 -0.8 -0.4 -1.1 0.44
O 23.35588 -15.02791 -18.99347 -0.3 -0.2 0.1 -0.22
O 21.01901 -15.86700 -18.30441 1.1 0.2 0.0 -0.16
C 19.93244 -16.76662 -18.36034 -1.8 0.1 1.8 -0.25
C 18.79770 -16.30120 -17.40134 0.0 -0.2 -1.1 -0.06
O 21.89521 -16.48448 -20.63368 0.5 1.4 1.2 -0.18
C 23.07250 -17.21224 -20.96232 1.2 -1.7 0.2 -0.28
C 22.90262 -18.65465 -20.44990 -0.1 0.2 -1.3 -0.06
H 20.11099 -12.00706 -21.20215 0.1 0.0 0.0 0.07
H 19.56854 -11.92767 -19.52220 -0.1 -0.3 -0.1 0.07
H 20.77204 -10.82844 -20.04216 0.3 -0.1 -0.2 0.08
H 22.45066 -12.48218 -20.23792 0.1 -0.7 -0.4 0.12
H 21.75694 -12.71266 -18.71130 -0.3 -0.4 0.2 0.12
H 19.51499 -16.89085 -19.35698 0.5 -0.1 0.1 0.08
H 20.16571 -17.70137 -17.84511 0.8 -0.3 -0.9 0.12
H 19.11824 -16.23476 -16.36392 0.2 0.2 -0.1 0.07
H 18.30030 -15.39300 -17.74320 0.2 0.2 0.2 0.07
H 18.05002 -17.09691 -17.45913 -0.1 0.0 0.0 0.07
H 23.24330 -17.19475 -22.03920 -0.6 -0.1 -0.1 0.12
H 24.04000 -16.86643 -20.58983 -0.6 0.9 0.6 0.11
H 23.77622 -19.27434 -20.66412 0.2 0.2 0.0 0.07
H 22.70721 -18.71168 -19.38226 -0.2 0.1 0.0 0.08
H 22.09719 -19.06885 -21.05928 -0.3 -0.3 0.6 0.07
C 18.23911 -17.88849 -26.42479 -1.8 -1.3 0.6 -0.07
C 18.52336 -18.78119 -27.61139 0.7 0.9 0.0 -0.26
O 17.34958 -19.27799 -28.27360 -0.7 0.2 0.2 -0.18
P 16.60173 -20.52826 -27.64085 1.1 -0.2 -0.8 0.45
O 16.63459 -20.58264 -26.17758 -0.4 -0.3 -0.2 -0.21
O 17.43766 -21.75024 -28.33259 -1.9 1.4 0.3 -0.18
C 17.17344 -21.96482 -29.74119 0.7 -2.4 -0.7 -0.27
C 18.41026 -21.56254 -30.56993 -1.2 1.5 1.2 -0.05
O 15.16226 -20.44132 -28.38112 1.6 -0.2 0.8 -0.18
C 14.18328 -21.35904 -27.91107 -1.5 -1.6 -0.1 -0.30
C 13.07177 -20.63872 -27.21266 -0.8 1.3 0.8 -0.08
H 17.77067 -18.46265 -25.61568 0.7 -0.3 0.1 0.05
H 19.15876 -17.43305 -26.07260 -0.3 0.6 -0.1 0.09
H 17.34944 -17.29367 -26.65636 0.8 1.0 -0.3 0.08
H 19.01082 -18.12246 -28.33141 0.0 -0.4 -0.4 0.12
H 19.21825 -19.57391 -27.32974 -0.2 -0.2 -0.2 0.12
H 16.96322 -23.04418 -29.72282 0.8 -0.1 -0.5 0.12
H 16.22081 -21.67319 -30.18147 0.1 1.3 0.6 0.11
H 19.29486 -21.96177 -30.08269 0.2 -0.5 -0.7 0.08
H 18.26738 -21.60744 -31.64631 0.3 -0.9 0.0 0.08
H 18.49188 -20.47819 -30.42730 0.1 0.0 0.2 0.07
H 13.74252 -21.92996 -28.73729 0.4 0.6 -0.5 0.12
H 14.53445 -22.19606 -27.29781 0.7 0.5 0.2 0.12
H 13.15440 -20.59961 -26.12402 0.4 -0.1 -0.1 0.07
H 13.06099 -19.59866 -27.54992 0.1 0.0 0.0 0.08
H 12.04642 -20.96430 -27.39831 0.3 -0.6 -0.3 0.08
```
Forces are in eV/Å.


The following is a quantum chemistry calculation of 2 unconnected molecules or ions with the total composition C5H14O at a distorted geometry, from the OMol25 dataset.

## Properties
SMILES: CCCCC.O
Spin multiplicity: 1
Total charge: 0
Orbital gap (eV): 11.514

Geometry as XYZ:
```
20
Properties=species:S:1:pos:R:3:forces:R:3:nbo_charge:R:1
C 0.27381 0.39045 0.26951 -0.9 -1.0 -0.3 -0.40
C -0.73736 -0.66749 -0.29459 0.6 1.5 -1.0 -0.38
C -1.13478 -0.44912 -1.76831 -0.3 0.0 0.7 -0.39
C -2.04465 0.76928 -1.98496 0.6 -0.4 0.3 -0.61
C -0.31313 1.68577 0.78049 -0.1 0.8 0.0 -0.62
H 0.72377 -0.19078 1.05876 0.6 0.4 0.6 0.20
H 1.05020 0.61848 -0.45770 0.1 -0.1 -0.2 0.19
H -1.63090 -0.54591 0.28417 -0.6 -0.6 0.7 0.19
H -0.25240 -1.62970 -0.17968 -0.3 -0.3 0.1 0.20
H -1.63199 -1.32461 -2.18672 0.1 -0.2 0.2 0.20
H -0.20615 -0.31945 -2.29302 0.4 0.0 -0.7 0.19
H -2.62601 0.65775 -2.86812 -0.4 -0.1 -1.0 0.21
H -2.78925 0.85860 -1.19242 0.3 0.3 0.2 0.20
H -1.41892 1.64792 -2.12631 -0.3 0.3 0.4 0.20
H -0.92469 2.20482 0.03877 0.2 -0.1 -0.2 0.21
H -0.97213 1.63004 1.64511 0.1 -0.5 0.2 0.20
H 0.49308 2.36832 1.06689 -0.1 0.0 0.0 0.21
H 4.34574 -2.81241 2.75757 0.0 0.1 -0.1 0.47
H 4.87008 -2.63801 4.16593 0.1 0.1 0.0 0.47
O 4.92567 -2.25396 3.28462 -0.1 -0.1 0.1 -0.93
```
Forces are in eV/Å.


One value per record, in order, for HOMO energy: -4.99; -10.14; -10.66 eV.
One value per record, in order, for ΔE to the lowest compared entry with this formula, charge and spin: 44.2; 69.1; 12.1 kcal/mol.
One value per record, in order, for E_LUMO: 3.401; 0.276; 0.852 eV.